1.
C20H26BrCsN4O2S | ωB97M-V/def2-TZVPD

```
55
Properties=species:S:1:pos:R:3:forces:R:3
Cs 1.30827 -1.70386 1.20184 0.3 -0.3 -0.1
N 5.05597 -1.82896 -1.00942 -0.2 0.1 -0.1
N 4.67851 -1.99973 0.32722 0.3 -0.3 0.5
C 4.46738 -3.23572 0.83607 0.1 -0.1 0.0
N 4.44335 -4.24834 -0.05854 -0.2 0.1 -0.1
S 4.25756 -3.47991 2.48656 0.2 0.0 -0.2
H 6.06678 -1.76259 -1.07807 0.0 0.1 0.0
H 4.64408 -0.95868 -1.33999 0.0 0.0 0.0
H 4.93415 -1.30906 1.02118 -0.1 0.2 -0.1
H 4.35516 -4.00421 -1.03502 0.1 0.1 0.0
H 4.03183 -5.10578 0.26615 0.0 0.0 0.0
C -3.48983 -3.90560 0.03024 0.0 0.0 0.0
C -3.69299 -3.04167 1.27957 -0.1 0.0 0.0
C -2.77698 -3.53976 2.40354 0.0 0.0 -0.1
C -3.51769 -1.56642 0.98041 0.0 -0.1 0.0
C -4.61214 -0.74781 1.15851 -0.1 -0.2 0.1
C -4.60923 0.62632 0.91702 0.0 0.1 0.0
C -3.40084 1.16413 0.45453 0.0 0.1 0.0
C -2.26283 0.42119 0.24968 0.1 -0.1 -0.1
C -1.02025 1.16163 -0.21698 -0.1 0.1 -0.1
C -0.02197 1.36359 0.93501 -0.1 0.0 0.0
C -0.35793 0.53436 -1.45059 0.0 0.1 0.0
C -2.19977 -1.05255 0.53282 -0.2 0.5 -0.1
N -1.11730 -1.74722 0.39662 -0.1 -0.2 0.2
H -3.59002 -4.97427 0.26204 0.0 0.0 0.0
H -2.49098 -3.71377 -0.36517 0.0 0.0 0.0
H -4.22597 -3.64831 -0.73569 0.0 0.0 0.0
H -4.73420 -3.17474 1.61150 0.0 0.0 0.0
H -1.76073 -3.47953 2.01718 0.1 0.0 0.1
H -3.02063 -4.57025 2.69212 0.0 0.0 0.0
H -2.86113 -2.89922 3.28518 0.0 0.0 0.0
H -5.53615 -1.21625 1.50809 0.0 0.0 0.0
H -5.49150 1.23796 1.06893 0.0 0.0 0.0
H -3.34938 2.23402 0.23888 0.0 0.0 0.0
H -1.33158 2.17053 -0.52032 -0.1 0.0 0.1
H 0.07103 0.43514 1.49169 -0.2 0.2 0.1
H -0.39627 2.10963 1.64079 0.0 0.0 0.0
H 0.96164 1.68056 0.57355 0.0 0.0 0.0
H -0.21884 -0.53106 -1.25720 0.1 0.0 0.0
H 0.58908 1.02919 -1.68946 0.0 0.0 0.0
H -1.01645 0.62851 -2.31889 0.0 0.0 0.0
Br 2.68939 2.90467 -3.92248 0.0 0.0 0.0
C 1.82785 3.72304 -2.43291 0.0 0.0 0.1
C 0.58564 4.29852 -2.64858 0.0 0.0 -0.1
C -0.07985 4.89853 -1.59266 0.0 0.0 0.0
C 0.51393 4.92555 -0.33872 0.0 0.0 0.0
C 1.75970 4.35269 -0.15102 0.1 0.0 0.0
C 2.44251 3.72360 -1.19017 0.1 0.0 -0.1
C 3.77581 3.01191 -0.89977 -0.2 0.0 0.0
O 4.76986 3.73597 -0.73523 0.1 0.1 0.0
O 3.66271 1.76998 -0.82873 0.2 -0.4 0.0
H 0.13879 4.25283 -3.63297 0.0 0.0 0.0
H -1.06656 5.31657 -1.74674 0.0 0.0 0.0
H -0.00492 5.37272 0.50056 0.0 0.0 0.0
H 2.22390 4.36196 0.82783 0.0 0.0 0.0
```
Forces are in eV/Å.

total charge: -2
E: -4139.50407 a.u.
HOMO energy: 1.022 eV
E_LUMO: 3.39 eV

Mulliken population analysis, charges in e, atoms 1 to 5:
1. Cs 0.91
2. N -0.62
3. N 0.06
4. C 0.11
5. N -0.40

***

2.
C30H30NOSn | ωB97M-V/def2-TZVPD

```
63
Properties=species:S:1:pos:R:3:forces:R:3
C -1.68491 0.56986 2.23256 1.6 1.7 0.1
C -0.92756 1.64182 1.67940 -0.4 -0.5 0.0
C -1.26916 1.76356 0.30638 0.6 0.6 1.4
H -0.22162 2.26823 2.21187 -0.2 -0.1 -0.1
C -2.22478 0.74780 -0.00275 -1.2 -2.1 1.4
C -2.48734 0.01853 1.20055 -0.4 0.3 -3.1
H -2.72698 0.61311 -0.95628 0.1 0.0 0.3
C 2.09080 -1.48303 1.62975 0.1 -1.1 -2.2
C 2.03816 -0.16363 2.10848 0.4 2.4 -0.9
C 2.20343 0.73257 1.00970 -0.2 -0.5 1.7
H 1.92507 0.14126 3.14158 -0.1 -0.1 -0.1
C 2.34260 -0.02320 -0.16547 0.1 -0.3 -0.1
C 2.24561 -1.43662 0.19534 -0.5 -0.3 1.3
H -0.91695 2.53799 -0.37034 -0.1 -0.2 0.0
H -3.16399 -0.82267 1.29906 0.0 0.2 0.0
H -1.63936 0.22028 3.25857 -0.1 0.1 -0.2
H 2.50214 -2.26465 -0.46716 0.0 0.2 0.4
H 2.23790 1.81945 1.06294 -0.1 -0.4 0.0
H 1.94155 -2.38439 2.20965 0.3 0.1 0.0
Sn -0.20679 -1.48942 -0.22100 -1.0 -0.7 0.8
C 2.50902 0.46672 -1.57213 -0.2 0.0 -0.3
C 3.59492 -0.38871 -2.24444 0.4 0.0 0.0
C 2.92478 1.93821 -1.62070 0.1 0.0 0.0
H 4.52184 -0.31946 -1.65956 -0.2 -0.1 -0.1
H 3.77450 -0.02586 -3.25844 0.1 -0.1 0.4
H 3.29814 -1.44010 -2.31785 0.1 0.2 0.0
H 3.84022 2.07064 -1.02937 -0.2 0.1 -0.2
H 2.14516 2.60510 -1.23107 0.1 -0.1 -0.1
H 3.14153 2.22075 -2.65860 -0.1 0.0 0.2
C 1.11876 0.27696 -2.26060 0.0 -0.5 -0.6
C 1.10900 0.46385 -3.76635 0.7 -0.1 -1.2
H 0.35380 0.90691 -1.77602 0.2 -0.3 -0.1
H 0.81982 -0.80082 -2.18577 0.4 1.1 -0.2
O 2.05417 0.07978 -4.45254 -0.9 0.5 0.4
N 0.00773 1.01558 -4.37029 -0.2 -0.7 0.0
C -1.35440 1.10426 -3.84481 0.4 0.1 -0.1
H 0.07863 1.00659 -5.38202 0.1 0.0 0.2
C -1.63991 2.47486 -3.28931 -0.2 0.6 0.2
C -2.91081 2.75376 -2.77270 0.2 0.2 0.1
H -3.68275 1.98315 -2.84249 0.1 0.3 0.1
C -3.17845 3.98955 -2.18006 0.2 0.0 -0.1
H -4.16629 4.18308 -1.75099 0.4 0.0 -0.2
C -2.17913 4.97428 -2.13530 0.2 -0.1 0.0
H -2.38416 5.94138 -1.66860 0.1 -0.4 -0.2
C -0.91953 4.71952 -2.69351 -0.3 -0.3 0.0
H -0.13188 5.47950 -2.68329 -0.4 -0.2 0.0
C -0.65759 3.47142 -3.27981 -0.2 0.1 0.2
H 0.31004 3.27254 -3.74558 -0.3 0.1 0.3
H -1.53464 0.33537 -3.07606 0.1 0.1 -0.2
H -2.05541 0.88386 -4.66284 0.2 0.0 0.2
C -0.66160 -2.55003 1.55181 0.1 -0.6 1.8
C -0.71753 -3.13127 2.63995 -0.1 0.9 -2.1
C -0.81044 -3.90471 3.82023 0.0 -0.5 1.1
C -0.69646 -5.30572 3.73788 0.0 0.1 0.1
C -0.74446 -6.08212 4.89412 0.0 0.2 0.0
C -0.91059 -5.47497 6.14318 0.0 0.2 -0.3
C -1.01737 -4.08289 6.22974 0.0 0.0 -0.1
C -0.97191 -3.29515 5.08078 0.1 -0.2 -0.2
H -0.56006 -5.76083 2.75359 -0.1 0.1 0.4
H -0.64560 -7.16293 4.81379 0.0 0.2 0.1
H -0.94950 -6.08465 7.04463 0.0 0.2 -0.2
H -1.13108 -3.60682 7.20147 0.0 -0.1 -0.2
H -1.04837 -2.20745 5.13712 0.0 -0.3 0.1
```
Forces are in eV/Å.

total charge: +1
E: -1505.02910 a.u.
HOMO energy (spin up / spin down): -11.225 / -11.223 eV
E_LUMO (spin up / spin down): -5.32 / -5.78 eV

natural (NBO) population analysis, charges in e, atoms 1 to 5:
1. C -0.10
2. C -0.35
3. C -0.10
4. H 0.24
5. C -0.32

***

3.
C5H8N2 | ωB97M-V/def2-TZVPD

```
15
Properties=species:S:1:pos:R:3:forces:R:3
N 0.28153 2.38158 0.67405 1.6 0.1 0.5
C 0.92425 1.41680 0.69443 -0.7 0.7 -0.1
C 0.96728 -0.06102 0.45896 -0.3 -0.1 0.1
N 2.07406 -0.69033 -0.21400 0.3 0.2 0.0
C -0.28767 -0.15491 -0.41336 0.5 0.0 0.0
C -1.50787 0.61008 -0.12218 -1.0 -1.4 -0.4
C -1.47675 -1.00200 -0.22486 -0.5 0.5 0.1
H 0.82306 -0.55989 1.42274 -0.1 0.1 -0.1
H 2.86650 -0.86906 0.38744 0.0 0.1 0.0
H 2.38924 -0.15032 -1.01193 0.0 -0.1 0.0
H -0.02220 -0.06521 -1.46636 0.1 -0.1 0.1
H -1.73988 0.88933 0.90422 0.3 -0.1 -0.2
H -1.86134 1.36251 -0.83111 -0.1 -0.7 -0.1
H -1.71996 -1.71661 -1.02066 -0.4 0.8 0.1
H -1.71025 -1.39095 0.76261 0.3 -0.1 -0.1
```
Forces are in eV/Å.

energy relative to the best compared isomer or geometry (same formula, charge and spin): 2.455 eV
SMILES string: N#C[C@H](N)C1CC1
E: -304.74529 a.u.
HOMO energy: -9.997 eV
E_LUMO: 0.78 eV

natural (NBO) population analysis, charges in e, atoms 1 to 5:
1. N -0.33
2. C 0.25
3. C -0.13
4. N -0.81
5. C -0.25

***

4.
C28H70MnO14 | ωB97M-V/def2-TZVPD

```
113
Properties=species:S:1:pos:R:3:forces:R:3
Mn -0.66203 4.13979 -1.56238 -1.3 -3.1 -1.1
C -0.35496 0.39199 0.75593 0.1 0.1 1.2
C 0.61062 1.29186 0.02090 0.9 0.1 -1.2
O 0.09985 2.36822 -0.66952 -0.8 1.4 -0.3
H 0.25477 -0.32173 1.32256 -0.1 -0.3 -0.3
H -1.10823 -0.13341 0.17516 0.2 0.0 -0.4
H -0.89503 0.91441 1.55528 -0.1 0.3 -0.2
H 1.20179 0.67515 -0.68488 -0.3 -0.4 -0.1
H 1.43896 1.56091 0.70582 -0.3 0.4 0.5
C -2.14534 1.29697 -3.41476 -1.0 -0.1 -0.6
C -2.79794 2.65705 -3.13226 1.0 -0.2 0.2
O -1.94463 3.75552 -3.20900 1.3 0.8 1.3
H -1.50732 0.91895 -2.62009 -0.1 0.1 0.1
H -1.62592 1.19315 -4.37083 0.2 0.6 0.0
H -3.03819 0.67845 -3.58198 0.3 -0.6 0.4
H -3.21376 2.57204 -2.11507 -0.3 -0.1 -0.1
H -3.63902 2.73341 -3.83556 0.0 0.4 0.0
C 4.08690 -1.58903 0.41096 -0.6 0.0 0.3
O 3.63091 -2.39482 1.48276 0.2 -0.2 -0.4
C 2.93705 -1.67331 2.46064 -0.2 0.0 0.4
C 2.47834 -2.58610 3.55527 -0.6 -0.4 1.4
O 3.52016 -2.77116 4.49654 1.1 0.0 -0.2
C 3.28180 -3.70692 5.51525 -0.1 0.3 0.0
H 3.26862 -0.93113 0.10014 0.0 0.0 -0.2
H 4.35948 -2.24805 -0.40807 0.1 0.0 0.0
H 4.93230 -0.95218 0.68267 0.1 -0.1 0.2
H 2.03145 -1.18852 2.06786 0.2 0.1 -0.3
H 3.58067 -0.90499 2.90707 0.0 0.1 0.0
H 2.09697 -3.54964 3.19380 0.3 -0.1 -0.4
H 1.62857 -2.18187 4.12606 0.2 0.3 -0.5
H 3.10762 -4.70943 5.11534 -0.4 0.0 0.0
H 2.45773 -3.34990 6.14224 0.1 -0.5 -0.2
H 4.15245 -3.78840 6.16443 0.2 0.3 -0.2
C 1.64204 5.06180 0.32157 0.8 0.2 0.3
O 0.26139 5.16192 0.00514 -0.2 1.1 -0.1
C -0.58766 5.38451 1.13237 0.6 -1.7 0.7
C -2.01788 5.54310 0.75018 -0.9 1.1 -1.4
O -2.46873 4.56611 -0.20167 0.9 -0.4 0.7
C -3.84291 4.72140 -0.44306 -1.6 0.8 -0.6
H 2.22489 5.20771 -0.58439 -0.2 -0.3 -0.2
H 1.90946 4.12165 0.80272 -0.3 -0.3 -0.2
H 1.97477 5.85239 1.00023 -0.4 0.2 0.0
H -0.18956 6.21329 1.71846 -0.3 0.2 -0.1
H -0.53270 4.47798 1.75065 0.2 0.0 0.0
H -2.16909 6.49170 0.21489 0.0 0.2 0.4
H -2.66106 5.53122 1.63199 0.1 0.0 0.1
H -4.43777 4.67552 0.47323 0.3 -0.2 0.2
H -4.27489 4.02742 -1.15943 0.7 -0.6 0.2
H -4.09480 5.68810 -0.90062 0.5 0.2 0.2
C 2.86113 0.03812 -5.48160 0.6 0.1 0.0
O 3.41206 0.10957 -4.17945 0.3 0.5 -0.4
C 3.03627 1.34253 -3.53729 -0.3 -1.5 0.1
C 3.68259 1.31061 -2.16861 0.3 1.0 0.1
O 5.04178 1.66691 -2.33136 0.7 -0.4 -0.5
C 5.76095 1.60660 -1.12823 -0.5 -0.7 0.2
H 1.81264 0.34061 -5.46266 -0.1 -0.1 -0.2
H 2.97798 -0.96876 -5.87820 -0.2 -0.2 0.3
H 3.42691 0.66412 -6.17906 -0.1 0.3 0.0
H 1.94677 1.24678 -3.53992 -0.2 0.8 0.7
H 3.31745 2.24599 -4.08236 0.3 -0.1 -0.2
H 3.58071 0.32535 -1.70475 -0.1 0.0 -0.1
H 3.30686 2.08662 -1.48565 -0.8 -0.3 -0.1
H 5.84570 0.58429 -0.73633 -0.2 -0.2 -0.2
H 5.19191 2.15258 -0.36609 0.5 0.4 0.2
H 6.78719 1.92450 -1.28465 -0.2 0.5 0.0
C -2.83885 -2.59940 -1.10606 1.3 -0.3 0.4
O -4.16801 -2.16245 -1.10615 0.0 0.0 -0.1
C -4.43086 -1.20318 -0.09763 -0.1 0.0 -0.5
C -4.01845 0.18247 -0.55843 0.1 1.3 -0.1
O -4.73683 1.20302 0.13282 -0.2 0.2 0.4
C -4.40662 1.34765 1.48277 0.9 0.2 0.7
H -2.07053 -1.81566 -1.06552 -0.4 0.4 0.0
H -2.54546 -3.15311 -1.99833 -0.7 -0.1 -0.1
H -2.63237 -3.22940 -0.23024 -0.1 -0.1 0.0
H -3.92353 -1.43755 0.84554 0.1 -0.3 -0.1
H -5.50049 -1.22555 0.11450 -0.1 0.1 -0.2
H -4.22121 0.46380 -1.59191 -0.3 -0.9 -0.2
H -2.93820 0.34600 -0.48263 0.0 0.0 0.4
H -5.07418 2.03822 1.99788 -0.4 -0.2 -0.3
H -3.41059 1.79126 1.64341 0.1 0.0 -0.4
H -4.36315 0.40222 2.03283 -0.4 -0.1 0.0
C -0.01250 -4.09403 7.18052 1.1 0.4 -0.8
O -0.07455 -2.91877 7.97159 0.2 0.2 0.1
C 0.49723 -1.73571 7.39241 -2.1 -1.1 -0.7
C -0.39745 -1.24799 6.22742 1.4 0.2 1.1
O -0.22333 -2.04573 5.08550 -0.5 0.7 0.2
C -0.89058 -1.54092 3.95405 -0.2 -0.7 -1.1
H 0.25629 -4.92145 7.83259 -0.5 -0.2 0.0
H 0.79240 -4.02307 6.43739 0.0 0.0 0.3
H -0.86965 -4.24877 6.52476 -0.5 -0.1 0.6
H 1.51478 -1.93058 7.04956 0.1 0.4 0.2
H 0.36992 -0.99072 8.17491 0.6 0.1 0.0
H -0.02141 -0.22656 6.06395 -0.5 0.1 -0.4
H -1.42406 -1.25905 6.60117 -0.2 0.2 -0.2
H -0.43847 -2.08006 3.11954 -0.1 0.1 -0.2
H -0.82287 -0.47366 3.72368 0.5 0.1 0.6
H -1.96288 -1.76718 3.90970 0.0 -0.2 0.5
C 0.25925 -1.10196 -3.32678 -0.6 0.6 1.5
O -0.32661 -2.18581 -3.99134 -0.3 0.1 -0.6
C 0.22877 -2.46530 -5.26595 0.8 0.1 0.7
C -0.20903 -3.79036 -5.77221 -0.1 -1.7 -1.0
O -1.50913 -3.81357 -6.34983 0.2 0.2 0.1
C -2.55470 -3.61999 -5.44387 -0.7 0.1 1.5
H 1.23911 -1.28716 -2.87356 0.2 -0.4 -0.4
H -0.42911 -0.90683 -2.50113 0.2 -0.1 0.2
H 0.29269 -0.12404 -3.81524 0.0 -0.4 -0.8
H 1.31133 -2.47276 -5.08309 0.1 0.0 -0.6
H -0.03723 -1.73522 -6.03974 0.0 0.3 0.3
H -0.03230 -4.64647 -5.10587 -0.6 0.4 0.8
H 0.42094 -4.16220 -6.58712 0.2 0.8 -0.3
H -2.57245 -2.66487 -4.90238 0.4 0.3 -0.5
H -2.51564 -4.32556 -4.60049 0.0 -0.4 -0.3
H -3.52849 -3.71156 -5.92130 0.2 -0.2 -0.4
```
Forces are in eV/Å.

energy relative to the best compared isomer or geometry (same formula, charge and spin): 2.021 eV
E: -3312.82870 a.u.
HOMO energy (spin up / spin down): -8.128 / -8.118 eV
<S²>: 8.7574
spin multiplicity: 6
E_LUMO (spin up / spin down): -0.07 / -0.42 eV

Mulliken population analysis, charges in e, atoms 1 to 5:
1. Mn 0.77
2. C 1.17
3. C -0.26
4. O 0.08
5. H -0.93